(1)
A molecular structure, C50H55BClCoN10OP2S in a non-equilibrium geometry. Source: the OMol25 dataset; level of theory: wB97M-V/def2-TZVPD.

Output
Gap between HOMO and LUMO (alpha / beta)   5.90 / 3.09 eV
Largest force on an atom   0.036 Eh/bohr
E   -149918.572 eV
ΔE to the lowest compared entry with this formula, charge and spin   0.0 kcal/mol
Net charge   +2
Spin multiplicity   5
<S²>   6.02
HOMO level (alpha / beta)   -11.813 / -11.813 eV

Positions of all 122 atoms, in Å:
Co 0.177528 0.026105 0.067100
B -1.809620 -0.718214 2.882421
N -1.339378 0.706808 2.659869
C -1.710871 1.745170 3.422717
C -1.221847 2.908345 2.861519
C -0.543989 2.477179 1.722562
N -0.634553 1.152297 1.616342
N -0.854634 -1.765471 2.335847
C -0.845596 -3.038425 2.761919
C 0.101598 -3.740959 2.045069
C 0.634362 -2.798426 1.167243
N 0.039692 -1.617717 1.350385
H -1.994573 -0.904672 4.038737
H -2.866113 -0.854129 2.310177
H -2.290384 1.609700 4.312015
H -1.341235 3.912512 3.215257
H -0.004644 3.054778 0.992705
H -1.498551 -3.368064 3.543933
H 0.369415 -4.773490 2.134343
H 1.405346 -2.926037 0.430542
N -0.409829 0.170874 -2.774015
P 0.336514 -1.181209 -2.041137
C 1.691018 -1.624210 -3.187269
C 2.828393 -2.215833 -2.644891
C 3.877205 -2.601572 -3.461467
C 3.801542 -2.399953 -4.830397
C 2.668678 -1.819147 -5.378703
C 1.619983 -1.426587 -4.564596
C -0.859493 -2.537260 -2.325245
C -0.962646 -3.274818 -3.500198
C -1.921424 -4.269539 -3.602954
C -2.746663 -4.563329 -2.529728
C -2.638487 -3.840033 -1.354429
C -1.710574 -2.823239 -1.263625
P -0.500355 1.514180 -1.744522
C 0.609986 2.716422 -2.565362
C 0.271359 4.060135 -2.700960
C 1.126959 4.921295 -3.364869
C 2.328163 4.457839 -3.876459
C 2.678969 3.125378 -3.722914
C 1.829960 2.260187 -3.059657
C -2.120997 2.271042 -2.103983
C -2.763846 2.133117 -3.329006
C -3.969587 2.779465 -3.543625
C -4.534048 3.563162 -2.548223
C -3.895436 3.702964 -1.326885
C -2.698926 3.049146 -1.103504
H -0.468073 0.275907 -3.782161
H 2.884568 -2.362609 -1.573579
H 4.756886 -3.055504 -3.032383
H 4.620831 -2.691064 -5.470103
H 2.599762 -1.669412 -6.445629
H 0.748477 -0.964084 -5.008982
H -0.291476 -3.089288 -4.327499
H -2.016344 -4.827443 -4.523714
H -3.470797 -5.357361 -2.606996
H -3.282410 -4.059610 -0.516049
H -1.643672 -2.232297 -0.362948
H -0.670302 4.428293 -2.318292
H 0.853428 5.957165 -3.493019
H 2.981872 5.130540 -4.407815
H 3.609465 2.758740 -4.127135
H 2.094401 1.215341 -2.947731
H -2.337446 1.526975 -4.117277
H -4.464263 2.683330 -4.499230
H -5.461841 4.081994 -2.728950
H -4.321983 4.320687 -0.552770
H -2.206333 3.127459 -0.145387
C 4.842075 0.114428 4.027722
C 4.975556 1.553286 4.529058
C 5.972522 1.555422 5.700546
C 3.633088 2.032956 5.105167
C 5.442610 2.552504 3.413807
O 5.562807 3.840034 4.010399
C 6.822575 2.264233 2.759422
C 6.968446 1.343170 1.534657
C 7.081725 -0.120886 1.821322
C 8.109363 -0.611128 2.631490
C 8.226203 -1.957665 2.899121
C 7.312489 -2.852995 2.348935
Cl 7.438579 -4.528348 2.690271
C 6.305188 -2.387740 1.508049
C 6.204120 -1.038951 1.242725
C 4.354654 2.907596 2.353338
N 3.683035 1.911730 1.560169
C 2.460613 1.400556 1.706967
N 2.141143 0.668533 0.642836
C 3.242201 0.760231 -0.140508
N 4.169310 1.511152 0.385811
H 4.305410 -0.476619 4.766581
H 5.820533 -0.333422 3.888734
H 4.300689 0.049149 3.088951
H 5.666961 0.803610 6.423216
H 5.977258 2.513710 6.213882
H 6.984436 1.311214 5.390166
H 3.446680 1.536545 6.054297
H 2.799785 1.807140 4.445898
H 3.665057 3.104752 5.287698
H 6.316052 3.842717 4.611122
H 7.502994 1.928383 3.540637
H 7.168608 3.251267 2.440774
H 7.907386 1.641949 1.056498
H 6.169471 1.524528 0.819397
H 8.832639 0.072531 3.048509
H 9.023134 -2.323313 3.523163
H 5.615806 -3.088577 1.069133
H 5.433477 -0.683443 0.576906
H 4.844774 3.586112 1.650968
H 3.593002 3.476638 2.888965
H 1.835551 1.560947 2.559389
H 3.369008 0.265244 -1.083066
S -3.056621 0.053583 -0.008886
C -3.987437 -0.306722 -1.340793
N -5.359091 -0.216573 -1.249952
C -6.148434 -0.468745 -2.307828
C -5.585267 -0.839230 -3.498732
C -4.179565 -0.941599 -3.524491
N -3.426833 -0.679316 -2.494837
H -5.756207 0.062291 -0.358049
H -7.213468 -0.358959 -2.169525
H -6.186316 -1.039506 -4.367764
H -3.656335 -1.272328 -4.410440

Atoms 1-3, force components in eV/Å:
0.53 -0.13 1.70
0.80 0.06 -0.10
-0.16 0.29 0.52

(2)
2 unconnected molecules or ions with the total composition C4H10NO5P in a non-equilibrium geometry. Source: the OMol25 dataset; level of theory: wB97M-V/def2-TZVPD.

Output
Gap between HOMO and LUMO   9.84 eV
Largest force on an atom   0.080 Eh/bohr
E   -25323.228 eV
ΔE to the lowest compared entry with this formula, charge and spin   135.2 kcal/mol
Net charge   0
HOMO level   -9.707 eV

Positions of all 21 atoms, in Å:
C -4.048814 0.089728 0.220841
C 3.776307 0.012369 -0.641520
C -3.765448 -1.308833 -0.078210
C 2.793880 -0.958914 -0.043993
N 0.838581 2.160130 0.401210
O -0.094101 2.797828 0.066135
O 1.775321 2.524204 1.134161
O -0.755721 0.145855 0.615872
O -2.668323 -1.802267 -0.087124
O 1.699299 -0.374108 0.565147
P 0.629319 0.504144 -0.283654
H -4.107976 0.788341 -0.641620
H -4.947825 0.088084 0.870878
H -3.118152 0.561163 0.714299
H 3.295959 0.467559 -1.607488
H 4.102644 0.834829 -0.002488
H 4.673089 -0.432788 -1.240373
H -4.701303 -1.979850 -0.315482
H -1.121084 -0.716223 0.576956
H 3.232890 -1.667581 0.655075
H 2.511455 -1.733676 -0.878618

Atoms 1-3, force components in eV/Å:
1.34 2.17 1.25
0.69 0.71 -3.69
-1.19 -1.57 -1.07

(3)
A molecular structure, C32H42N6OPPtSSeSi2 in a non-equilibrium geometry. Source: the OMol25 dataset; level of theory: wB97M-V/def2-TZVPD.

Output
Gap between HOMO and LUMO   5.29 eV
Largest force on an atom   0.025 Eh/bohr
E   -149324.124 eV
Net charge   +1
HOMO level   -9.657 eV

Positions of all 87 atoms, in Å:
Pt -1.589981 0.002462 -0.759568
N -4.352735 1.529008 -1.154362
N -5.327756 0.552619 -1.223804
C -5.097033 -0.752146 -0.982899
N -6.206323 -1.507852 -0.959456
S -3.625142 -1.548446 -0.728857
H -4.485361 2.133727 -0.354781
H -4.302473 2.055006 -2.015986
H -6.294214 0.842270 -1.292250
H -7.119612 -1.136339 -1.158887
H -6.105868 -2.503048 -0.860641
C -4.046377 0.634480 2.171573
Si -2.213235 0.486000 2.455881
C -1.843623 1.484717 3.987562
C -1.756963 -1.295091 2.639748
N -1.449334 1.131312 0.940498
C -0.533341 2.024785 0.786868
C 0.270369 2.611397 1.853928
C 1.115848 3.613381 1.590948
C 1.251715 4.170449 0.245109
C 0.590182 3.652228 -0.793329
C -0.297202 2.507109 -0.605121
N -0.944150 1.907489 -1.536742
Si -0.946736 2.266841 -3.309409
C -2.121860 1.081260 -4.143577
C -1.661700 3.977390 -3.520829
C 0.753082 2.063994 -4.010862
H -4.562078 0.347327 3.092336
H -4.373039 -0.042620 1.384429
H -4.356264 1.655688 1.931898
H -2.658062 1.328214 4.697923
H -1.781756 2.556927 3.789457
H -0.915815 1.173267 4.475282
H -2.341532 -1.747111 3.445564
H -0.695255 -1.418778 2.863515
H -1.967874 -1.832202 1.713409
H 0.179982 2.208838 2.850719
H 1.725201 4.020509 2.387224
H 1.919002 5.008528 0.090717
H 0.718408 4.046191 -1.792467
H -2.439597 0.268773 -3.492700
H -1.632089 0.622174 -5.006160
H -3.010999 1.601071 -4.512320
H -2.707665 4.009102 -3.205871
H -1.628011 4.253311 -4.577823
H -1.128298 4.748563 -2.959917
H 1.176769 1.100619 -3.709284
H 1.451884 2.847815 -3.705881
H 0.693489 2.070841 -5.101002
O 0.459594 -0.869959 0.350945
P 1.792824 -1.530927 0.556928
C 1.821031 -3.199504 -0.088833
C 2.911759 -3.752704 -0.754252
C 2.814487 -5.024061 -1.298317
C 1.630405 -5.739245 -1.188686
C 0.537482 -5.187146 -0.534648
C 0.631003 -3.919853 0.016427
C 2.196148 -1.596365 2.313706
C 2.485492 -2.766844 3.001822
C 2.816195 -2.711780 4.351823
C 2.861342 -1.493698 5.009166
C 2.551031 -0.318869 4.328546
C 2.223713 -0.369958 2.984969
C 3.121408 -0.552577 -0.159625
C 4.464976 -0.832738 0.087228
C 5.450488 -0.027160 -0.460870
C 5.097723 1.073820 -1.232570
C 3.761562 1.368998 -1.459635
C 2.773253 0.553400 -0.927079
H 3.830426 -3.192772 -0.862899
H 3.659681 -5.450584 -1.821859
H 1.559000 -6.728124 -1.622491
H -0.390992 -5.738884 -0.468306
H -0.222101 -3.475252 0.515512
H 2.450246 -3.719791 2.487095
H 3.045087 -3.622894 4.888839
H 3.147170 -1.452370 6.052060
H 2.580409 0.632656 4.845381
H 1.990895 0.536594 2.438121
H 4.737398 -1.671470 0.718454
H 6.493976 -0.257936 -0.291764
H 5.870832 1.702821 -1.654631
H 3.490318 2.225610 -2.064423
H 1.724565 0.762115 -1.100973
Se 1.381399 -1.806354 -3.796251
C -0.049846 -1.451822 -2.842340
N -1.026954 -1.206418 -2.236376

Atoms 1-3, force components in eV/Å:
-0.70 0.16 -0.13
0.16 0.01 -0.04
-0.07 -0.01 0.15